Record 1
Entry from the OMol25 dataset: 2 unconnected molecules or ions with the total composition C3H5N2 at a distorted geometry (wB97M-V/def2-TZVPD).

## Properties
Frontier orbital gap (alpha / beta), eV: 8.704 / 10.738
LUMO (alpha / beta), eV: -7.01 / -5.18
Total charge: +1

Last columns: bonded neighbours and bond lengths (Å).
Cartesian coordinates (Å):
1 C 1.599 0.580 -0.140  C2 1.479, C3 1.899, N4 1.300, H6 1.017
2 C 0.236 0.689 0.425  C1 1.479, C3 1.443, N5 1.464, H7 1.045
3 C 0.311 -0.747 0.296  C1 1.899, C2 1.443, N4 1.394, N5 1.453
4 N 1.591 -0.715 -0.256  C1 1.300, C3 1.394
5 N -0.567 0.001 -0.588  C2 1.464, C3 1.453, H9 1.041, H10 0.966
6 H 2.281 1.321 -0.279  C1 1.017
7 H -0.246 1.338 1.086  C2 1.045
8 H -0.157 -2.747 1.398  no bonds
9 H -1.573 -0.064 -0.848  N5 1.041
10 H -0.206 0.210 -1.459  N5 0.966



Record 2
Entry from the OMol25 dataset: a gas-phase ion, C3H5N2 (charge +1) at a distorted geometry (wB97M-V/def2-TZVPD).

## Properties
SMILES string: C1=NC=[NH+]C1
Frontier orbital gap, eV: 9.340
LUMO, eV: -6.96
Total charge: +1

Last columns: bonded neighbours and bond lengths (Å).
Cartesian coordinates (Å):
1 C -0.515 1.079 -0.210  C3 1.502, N4 1.327, H6 1.154
2 C -0.335 -0.930 -1.021  N4 1.283, N5 1.580, H7 1.070
3 C 0.361 0.429 0.823  C1 1.502, N5 1.406, H8 1.150, H9 1.103
4 N -0.834 0.240 -1.187  C1 1.327, C2 1.283
5 N 0.365 -0.910 0.395  C2 1.580, C3 1.406, H10 0.932
6 H -0.766 2.175 -0.470  C1 1.154
7 H -0.601 -1.822 -1.551  C2 1.070
8 H 1.415 0.887 0.790  C3 1.150
9 H 0.030 0.522 1.871  C3 1.103
10 H 0.881 -1.669 0.561  N5 0.932



Record 3
Entry from the OMol25 dataset: 2 unconnected molecules or ions with the total composition C3H5N2O at a distorted geometry (wB97M-V/def2-TZVPD).

## Properties
Frontier orbital gap (alpha / beta), eV: 6.605 / 6.626
LUMO (alpha / beta), eV: -6.43 / -6.42
Total charge: +1

Last columns: bonded neighbours and bond lengths (Å).
Cartesian coordinates (Å):
1 C -2.331 -0.800 -0.154  O6 1.132, H7 1.076
2 C 1.554 -0.317 -0.449  C3 1.479, N5 1.444, H8 1.087, H9 1.084
3 C 0.479 -0.456 0.558  C2 1.479, N5 1.314, H10 1.065
4 N 0.527 1.943 -0.076  N5 1.228, H11 1.023
5 N 0.729 0.743 0.082  C2 1.444, C3 1.314, N4 1.228
6 O -2.849 0.181 0.069  C1 1.132
7 H -2.204 -1.823 -0.462  C1 1.076
8 H 2.598 -0.320 -0.147  C2 1.087
9 H 1.397 -0.625 -1.476  C2 1.084
10 H 0.281 -0.882 1.514  C3 1.065
11 H -0.180 2.356 0.540  N4 1.023



Record 4
Entry from the OMol25 dataset: 2 unconnected molecules or ions with the total composition C3H5N2OS at a distorted geometry (wB97M-V/def2-TZVPD).

## Properties
Frontier orbital gap, eV: 9.046
LUMO, eV: -5.62
Total charge: +1

Last columns: bonded neighbours and bond lengths (Å).
Cartesian coordinates (Å):
1 C 3.759 -0.104 0.718  O6 1.193, S7 1.520
2 C -1.439 -0.068 0.222  C3 1.549, N4 1.216, H8 1.068
3 C -2.293 0.759 -0.771  C2 1.549, H9 1.047, H10 1.003, H11 1.071
4 N -0.400 -0.677 0.057  C2 1.216, N5 1.165
5 N 0.471 -1.451 0.052  N4 1.165, H12 1.160
6 O 3.111 -1.106 0.735  C1 1.193
7 S 4.516 1.160 0.345  C1 1.520
8 H -1.811 -0.004 1.221  C2 1.068
9 H -1.808 1.688 -0.775  C3 1.047
10 H -3.275 0.786 -0.571  C3 1.003
11 H -2.356 0.324 -1.747  C3 1.071
12 H 1.525 -1.307 0.514  N5 1.160



For each record above, in turn, the calculated DFT total energy values are -6155.942; -6162.564; -8205.743; -19044.765 eV.
For each record above, in turn, the calculated relative energy (zero: lowest compared OMol25 entry of this formula, charge and spin) values are 229.47; 76.77; 171.82; 58.34 kcal per mole.